124
Properties=species:S:1:pos:R:3:mulliken_charge:R:1 method="wB97M-V/def2-TZVPD" mol_weight_g_mol=879.79 largest_force_ev_per_a=0.872 charge=-1 e_tot_ev=-157826.3131 orbital_gap_ev=5.74 multiplicity=1
O 1.676 0.350 3.470 -0.555
P 1.365 0.472 1.858 0.400
Br 1.608 -1.702 1.322 -0.408
C -0.445 0.467 1.677 0.693
C -1.088 1.888 1.623 0.620
O -2.367 1.755 2.138 -0.563
P -2.829 0.124 2.677 0.453
O -1.069 -0.234 2.686 -0.339
H 1.893 1.232 3.811 0.310
H -0.541 0.015 0.677 -0.570
H -0.467 2.537 2.265 -0.483
H -1.095 2.262 0.598 0.192
H -4.215 0.455 2.601 -0.048
H -2.743 0.591 4.043 -0.150
H -3.126 -1.222 3.149 -0.217
H -2.833 -0.332 1.289 -0.411
C 0.090 -6.280 3.323 0.036
O -0.184 -7.471 3.328 -0.671
N 1.233 -5.765 3.805 0.173
C 1.513 -4.340 3.764 -0.876
C 2.209 -6.670 4.379 -0.970
H -0.591 -5.516 2.916 0.417
H 2.413 -4.139 3.182 0.355
H 1.649 -3.937 4.769 0.323
H 0.684 -3.817 3.294 0.225
H 2.537 -7.406 3.643 0.268
H 1.785 -7.215 5.224 0.290
H 3.065 -6.089 4.715 0.402
C -1.886 -0.702 -1.514 0.106
O -1.401 0.393 -1.300 -0.708
N -3.113 -0.897 -2.036 0.237
C -3.648 -2.220 -2.267 -0.646
C -3.918 0.275 -2.318 -1.004
H -1.364 -1.642 -1.270 0.344
H -3.897 -2.365 -3.322 0.331
H -4.550 -2.385 -1.673 0.344
H -2.911 -2.971 -1.988 0.056
H -3.425 0.919 -3.049 0.280
H -4.071 0.858 -1.408 0.281
H -4.881 -0.049 -2.710 0.402
C 1.784 4.449 -1.014 0.012
O 1.331 4.304 0.104 -0.558
N 2.710 3.650 -1.582 0.219
C 3.251 3.929 -2.892 -0.775
C 3.172 2.491 -0.836 -0.807
H 1.476 5.280 -1.675 0.307
H 3.056 3.108 -3.586 0.344
H 4.333 4.086 -2.842 0.312
H 2.788 4.824 -3.302 0.142
H 2.361 1.791 -0.644 0.121
H 3.564 2.801 0.133 0.286
H 3.957 1.996 -1.404 0.364
C 3.200 7.132 -5.633 0.002
O 2.595 6.087 -5.473 -0.618
N 3.231 8.147 -4.749 0.160
C 3.929 9.381 -5.043 -1.012
C 2.523 8.001 -3.490 -0.931
H 3.782 7.346 -6.545 0.372
H 4.713 9.582 -4.310 0.355
H 3.235 10.222 -5.054 0.336
H 4.372 9.312 -6.033 0.350
H 2.920 7.166 -2.912 0.222
H 1.461 7.813 -3.658 0.327
H 2.641 8.917 -2.915 0.442
C 2.253 4.582 5.760 0.106
O 2.748 4.799 6.854 -0.627
N 0.945 4.688 5.476 0.194
C 0.409 4.426 4.152 -1.044
C 0.037 5.079 6.537 -0.994
H 2.858 4.275 4.889 0.317
H -0.070 5.322 3.753 0.299
H -0.328 3.622 4.186 0.538
H 1.207 4.137 3.469 0.217
H 0.304 6.060 6.933 0.297
H 0.075 4.366 7.362 0.303
H -0.973 5.109 6.136 0.403
C -6.025 -0.149 5.671 0.108
O -5.910 0.616 4.742 -0.524
N -6.093 -1.495 5.528 0.158
C -6.207 -2.388 6.649 -0.929
C -6.012 -2.028 4.175 -0.579
H -6.062 0.174 6.728 0.244
H -5.353 -3.069 6.706 0.331
H -7.119 -2.991 6.593 0.319
H -6.239 -1.805 7.570 0.293
H -5.081 -1.719 3.695 0.040
H -6.837 -1.654 3.567 0.260
H -6.061 -3.115 4.226 0.376
C 2.261 9.162 -8.493 0.105
O 2.880 9.988 -7.846 -0.596
N 0.919 9.100 -8.555 0.131
C 0.228 8.085 -9.321 -0.935
C 0.149 10.079 -7.807 -0.921
H 2.760 8.371 -9.077 0.312
H -0.399 8.535 -10.093 0.353
H -0.401 7.469 -8.675 0.352
H 0.960 7.439 -9.802 0.284
H 0.383 11.091 -8.140 0.296
H 0.377 10.016 -6.743 0.257
H -0.909 9.882 -7.959 0.390
C -1.984 -6.153 -1.588 0.092
O -2.069 -5.105 -2.207 -0.624
N -0.882 -6.582 -0.955 0.194
C -0.830 -7.844 -0.238 -0.638
C 0.307 -5.748 -0.990 -1.077
H -2.830 -6.856 -1.499 0.276
H -0.616 -7.675 0.820 0.103
H -0.062 -8.495 -0.655 0.323
H -1.794 -8.344 -0.317 0.327
H 0.110 -4.774 -0.539 0.355
H 0.630 -5.580 -2.018 0.319
H 1.100 -6.247 -0.438 0.351
C 2.239 -10.783 -1.339 0.113
O 1.182 -10.231 -1.579 -0.591
N 2.506 -11.425 -0.184 0.128
C 3.774 -12.069 0.066 -0.918
C 1.473 -11.450 0.840 -0.863
H 3.080 -10.796 -2.052 0.255
H 3.645 -13.138 0.248 0.330
H 4.275 -11.631 0.932 0.335
H 4.417 -11.943 -0.804 0.288
H 0.571 -11.934 0.466 0.287
H 1.205 -10.439 1.149 0.245
H 1.849 -11.999 1.701 0.367